Density functional theory data (the ωB97M-V functional and the def2-TZVPD basis) for 10 unconnected molecules or ions with the total composition C63H62F12IO8PS in a non-equilibrium geometry.

XYZ file:
```
148
Properties=species:S:1:pos:R:3
C -3.57 -3.84 1.23
C -2.70 -2.99 2.16
I -3.77 -2.92 4.08
C -1.27 -3.61 2.44
O -0.20 -2.79 1.89
P 0.32 -3.21 0.45
O -0.18 -4.46 -0.09
O 1.92 -3.34 0.62
C 2.62 -2.08 0.63
C 3.75 -2.04 1.67
C 3.42 -2.71 3.01
S 2.52 -1.70 4.19
O 3.38 -1.14 5.15
O 1.48 -2.48 4.78
O 1.80 -0.46 3.43
O 0.12 -2.03 -0.65
C -1.02 -1.17 -0.42
C -0.78 -0.06 0.60
O -2.06 0.47 0.91
C 0.13 1.09 0.07
F -0.53 2.21 -0.05
F 1.09 1.33 1.00
F 0.77 0.78 -1.05
H -3.76 -4.83 1.63
H -3.11 -3.87 0.23
H -4.54 -3.34 1.11
H -2.64 -1.97 1.79
H -1.15 -3.56 3.52
H -1.22 -4.67 2.18
H 1.98 -1.20 0.77
H 3.09 -1.96 -0.36
H 4.63 -2.51 1.23
H 4.01 -0.98 1.79
H 4.37 -2.94 3.50
H 2.91 -3.66 2.84
H 1.41 -0.86 2.63
H -1.87 -1.79 -0.14
H -1.22 -0.69 -1.38
H -0.35 -0.39 1.55
H -2.07 0.60 1.87
F -2.10 9.24 0.93
C -1.67 7.97 0.76
C -0.35 7.66 1.02
C 0.08 6.36 0.85
C -0.80 5.38 0.41
C -2.12 5.71 0.14
C -2.56 7.01 0.32
H 0.32 8.44 1.36
H 1.11 6.10 1.06
H -0.46 4.37 0.27
H -2.81 4.95 -0.21
H -3.59 7.29 0.13
F -2.12 -6.30 2.35
C -1.62 -7.54 2.14
C -0.26 -7.74 2.28
C 0.26 -9.01 2.07
C -0.59 -10.05 1.72
C -1.95 -9.83 1.59
C -2.48 -8.56 1.81
H 0.38 -6.91 2.54
H 1.32 -9.18 2.17
H -0.19 -11.04 1.55
H -2.61 -10.64 1.31
H -3.54 -8.37 1.72
F -2.42 6.38 -7.18
C -1.95 6.26 -5.92
C -0.69 5.74 -5.72
C -0.20 5.62 -4.42
C -1.00 6.00 -3.35
C -2.27 6.51 -3.57
C -2.75 6.64 -4.86
H -0.09 5.45 -6.57
H 0.79 5.23 -4.25
H -0.62 5.90 -2.34
H -2.89 6.80 -2.73
H -3.74 7.05 -5.05
F 6.56 -3.25 2.02
C 7.50 -3.09 2.98
C 7.26 -3.56 4.25
C 8.23 -3.40 5.23
C 9.43 -2.76 4.92
C 9.65 -2.28 3.64
C 8.68 -2.45 2.65
H 6.33 -4.06 4.47
H 8.06 -3.78 6.23
H 10.18 -2.63 5.69
H 10.58 -1.77 3.40
H 8.84 -2.09 1.65
F -6.08 6.74 0.28
C -6.72 7.82 0.75
C -8.03 8.04 0.37
C -8.70 9.15 0.86
C -8.05 10.03 1.72
C -6.73 9.80 2.09
C -6.06 8.68 1.61
H -8.52 7.35 -0.30
H -9.72 9.34 0.57
H -8.57 10.90 2.10
H -6.22 10.48 2.75
H -5.04 8.48 1.89
F 5.25 1.17 -0.62
C 4.74 1.61 -1.79
C 3.38 1.80 -1.90
C 2.85 2.25 -3.10
C 3.69 2.51 -4.17
C 5.06 2.31 -4.05
C 5.59 1.86 -2.85
H 2.74 1.58 -1.06
H 1.78 2.41 -3.19
H 3.28 2.86 -5.11
H 5.71 2.50 -4.89
H 6.66 1.71 -2.73
F -8.67 9.39 -2.08
C -8.17 9.18 -3.31
C -8.39 10.12 -4.30
C -7.86 9.90 -5.56
C -7.13 8.75 -5.82
C -6.92 7.82 -4.82
C -7.44 8.03 -3.55
H -8.96 11.01 -4.07
H -8.02 10.63 -6.34
H -6.73 8.58 -6.81
H -6.36 6.91 -5.03
H -7.28 7.32 -2.75
F 5.99 -0.96 -4.65
C 4.75 -1.47 -4.79
C 3.87 -1.42 -3.73
C 2.59 -1.94 -3.87
C 2.21 -2.51 -5.08
C 3.11 -2.57 -6.14
C 4.38 -2.04 -6.00
H 4.19 -0.97 -2.79
H 1.90 -1.89 -3.05
H 1.22 -2.93 -5.19
H 2.81 -3.02 -7.07
H 5.09 -2.06 -6.82
F 0.86 -12.65 1.93
C 1.46 -12.71 3.14
C 2.77 -13.12 3.22
C 3.39 -13.18 4.46
C 2.68 -12.84 5.60
C 1.36 -12.44 5.51
C 0.74 -12.37 4.27
H 3.31 -13.38 2.31
H 4.42 -13.49 4.53
H 3.16 -12.89 6.57
H 0.80 -12.18 6.40
H -0.29 -12.04 4.17
```

Calculated values
* orbital gap: 0.349 Eh
* LUMO: 0.249 eV
* energy above the lowest of the compared OMol25 structures with the same formula, charge and spin: 0.0000 eV
* molecular weight: 1365.10 g/mol
* SMILES: C[C@@H](I)CO[P@](=O)(OCCCS(=O)(=O)O)OC[C@H](O)C(F)(F)F.Fc1ccccc1.Fc1ccccc1.Fc1ccccc1.Fc1ccccc1.Fc1ccccc1.Fc1ccccc1.Fc1ccccc1.Fc1ccccc1.Fc1ccccc1

These are the Löwdin partial charges, in e, on atoms 1 to 99: C -0.184; C -0.685; I 0.813; C -0.244; O -0.183; P 0.421; O -0.189; O -0.142; C -0.211; C -0.165; C -0.187; S 0.582; O -0.258; O -0.278; O -0.149; O -0.158; C -0.114; C -0.229; O 0.016; C -0.590; F 0.173; F 0.129; F 0.158; H 0.054; H 0.081; H 0.067; H 0.045; H 0.068; H 0.090; H 0.091; H 0.128; H 0.101; H 0.130; H 0.085; H 0.111; H 0.030; H 0.115; H 0.150; H 0.136; H 0.120; F 0.059; C -0.282; C -0.014; C -0.076; C -0.103; C -0.085; C -0.022; H 0.118; H 0.107; H 0.080; H 0.113; H 0.098; F 0.021; C -0.263; C -0.008; C -0.067; C -0.091; C -0.073; C -0.014; H 0.118; H 0.109; H 0.077; H 0.106; H 0.117; F 0.056; C -0.288; C -0.020; C -0.080; C -0.084; C -0.071; C -0.013; H 0.116; H 0.099; H 0.086; H 0.097; H 0.104; F 0.044; C -0.277; C -0.019; C -0.076; C -0.093; C -0.080; C -0.016; H 0.114; H 0.108; H 0.102; H 0.106; H 0.119; F 0.043; C -0.282; C -0.036; C -0.089; C -0.091; C -0.079; C -0.018; H 0.115; H 0.107; H 0.101; H 0.106

Density functional theory data (the ωB97M-V functional and the def2-TZVPD basis) for 8 unconnected molecules or ions with the total composition C21H19BrCl28F8N4O2P in a non-equilibrium geometry.

XYZ file:
```
84
Properties=species:S:1:pos:R:3
C -5.13 0.60 -5.50
C -4.88 0.86 -4.04
N -4.46 -0.07 -3.31
C -5.14 2.26 -3.47
N -3.93 2.81 -2.85
C -3.70 3.05 -1.49
C -4.76 2.78 -0.47
C -4.22 2.49 0.91
O -3.91 1.10 0.94
C -2.84 0.79 1.79
C -1.93 -0.21 1.03
F -1.97 0.09 -0.29
F -0.67 -0.09 1.48
C -2.37 -1.69 1.16
F -2.58 -2.01 2.45
F -3.54 -1.83 0.51
C -1.34 -2.72 0.60
F -0.67 -2.21 -0.45
F -0.45 -2.99 1.57
C -2.04 -4.04 0.21
F -2.50 -3.97 -1.04
F -1.16 -5.06 0.33
C -2.42 3.52 -1.41
N -1.68 3.89 -0.29
N -1.89 3.57 -2.71
P -0.26 4.07 -3.14
C 0.75 2.81 -2.24
O -0.11 5.52 -2.39
C -2.85 3.15 -3.55
Br -2.61 3.07 -5.38
H -5.42 1.51 -6.02
H -4.20 0.27 -5.95
H -5.89 -0.16 -5.63
H -4.32 0.21 -2.34
H -5.89 2.19 -2.69
H -5.51 2.94 -4.24
H -5.32 1.91 -0.80
H -5.48 3.60 -0.42
H -5.01 2.70 1.64
H -3.37 3.11 1.18
H -3.14 0.32 2.72
H -2.18 1.63 2.01
H -2.87 -4.23 0.89
H -1.14 4.74 -0.43
H -1.12 3.15 0.09
H 0.10 1.96 -2.02
H 1.54 2.44 -2.90
H 1.16 3.15 -1.30
H 0.78 5.83 -2.60
C 2.91 5.67 0.16
Cl 3.36 5.05 -1.44
Cl 2.97 7.43 0.14
Cl 1.26 5.14 0.56
Cl 4.02 5.05 1.37
C 2.14 -7.84 0.55
Cl 2.68 -8.50 -1.00
Cl 1.69 -9.17 1.62
Cl 3.45 -6.91 1.29
Cl 0.75 -6.80 0.29
C 3.05 0.33 2.14
Cl 3.09 1.20 0.59
Cl 4.68 -0.20 2.56
Cl 2.42 1.40 3.39
Cl 1.99 -1.07 1.99
C 0.89 -10.04 -4.34
Cl 0.18 -8.90 -5.48
Cl 2.63 -9.74 -4.22
Cl 0.14 -9.83 -2.75
Cl 0.62 -11.69 -4.90
C 7.96 -2.51 3.48
Cl 8.46 -2.93 1.84
Cl 7.54 -0.79 3.54
Cl 6.54 -3.46 3.93
Cl 9.27 -2.84 4.61
C 10.93 1.59 4.44
Cl 10.76 0.20 3.38
Cl 12.44 1.47 5.34
Cl 10.94 3.08 3.48
Cl 9.57 1.64 5.58
C -1.21 1.12 5.64
Cl -1.70 -0.23 4.60
Cl 0.29 0.71 6.46
Cl -0.96 2.57 4.64
Cl -2.48 1.44 6.82
```

Calculated values
* orbital gap: 0.347 Eh
* LUMO: -2.694 eV
* energy above the lowest of the compared OMol25 structures with the same formula, charge and spin: 0.0000 eV
* molecular weight: 1614.95 g/mol
* total charge: +1

Here is what Löwdin gives for the atomic charges, in e: C -0.059; C -0.415; N 0.184; C -0.064; N 0.000; C -0.090; C -0.067; C -0.182; O -0.098; C -0.125; C -0.422; F 0.116; F 0.064; C -0.357; F 0.113; F 0.159; C -0.377; F 0.157; F 0.120; C -0.292; F 0.121; F 0.000; C -0.258; N 0.131; N -0.147; P 0.914; C -0.258; O -0.315; C -0.711; Br 0.949; H 0.065; H 0.078; H 0.090; H 0.056; H 0.124; H 0.124; H 0.116; H 0.139; H 0.137; H 0.105; H 0.075; H 0.109; H 0.175; H 0.036; H 0.093; H 0.043; H 0.042; H -0.035; H 0.034; C -2.025; Cl 0.550; Cl 0.565; Cl 0.553; Cl 0.563; C -2.039; Cl 0.493; Cl 0.530; Cl 0.521; Cl 0.577; C -2.028; Cl 0.505; Cl 0.513; Cl 0.508; Cl 0.584; C -2.055; Cl 0.521; Cl 0.508; Cl 0.503; Cl 0.531; C -2.044; Cl 0.533; Cl 0.458; Cl 0.528; Cl 0.533; C -2.055; Cl 0.498; Cl 0.534; Cl 0.522; Cl 0.511; C -2.024; Cl 0.612; Cl 0.548; Cl 0.515; Cl 0.554

Density functional theory data (the ωB97M-V functional and the def2-TZVPD basis) for a single C4H6O2 molecule in a non-equilibrium geometry.

XYZ file:
```
12
Properties=species:S:1:pos:R:3
C 0.59 0.26 1.52
C 0.62 0.41 0.02
O 1.40 -0.37 -0.73
C -0.57 0.28 -0.81
C -1.02 -0.96 -1.34
O -2.07 -1.08 -1.95
H -0.12 0.95 1.98
H 0.29 -0.76 1.77
H 1.59 0.44 1.92
H 0.82 1.48 -0.26
H -1.16 1.14 -1.07
H -0.37 -1.79 -1.04
```

Calculated values
* orbital gap (spin up / spin down): 0.305 / 0.307 Eh
* LUMO (spin up / spin down): -1.753 / -1.681 eV
* energy above the lowest of the compared OMol25 structures with the same formula, charge and spin: 4.4106 eV
* molecular weight: 86.09 g/mol

Here is what natural (NBO) gives for the atomic charges, in e: C -0.633; C -0.006; O -0.378; C -0.010; C 0.293; O -0.476; H 0.222; H 0.219; H 0.227; H 0.195; H 0.208; H 0.138

Density functional theory data (the ωB97M-V functional and the def2-TZVPD basis) for a molecular structure, C7H15NiO4 in a non-equilibrium geometry.

XYZ file:
```
27
Properties=species:S:1:pos:R:3
C -0.30 -2.41 -0.03
O 0.87 -1.55 -0.16
C 1.22 -0.92 1.02
C 2.26 0.15 0.77
O 1.79 1.18 -0.12
C 2.24 1.05 -1.48
H -0.45 -2.84 -1.04
H 0.00 -3.28 0.60
H 1.64 -1.63 1.75
H 0.34 -0.47 1.52
H 3.17 -0.28 0.33
H 2.53 0.64 1.72
H 1.78 1.87 -2.05
H 3.33 1.17 -1.50
H 1.93 0.08 -1.86
O -1.22 1.45 -0.02
C -2.35 1.19 0.87
C -2.72 -0.24 0.42
O -2.68 0.08 -1.00
C -1.42 0.57 -1.19
Ni 0.36 2.24 0.35
H -3.07 2.00 0.72
H -2.01 1.22 1.92
H -2.48 -1.52 0.20
H -1.33 1.20 -2.08
H -0.69 -0.26 -1.12
H -2.73 -0.69 1.44
```

Calculated values
* spin multiplicity: 3
* orbital gap (spin up / spin down): 0.287 / 0.292 Eh
* LUMO (spin up / spin down): -3.993 / -4.001 eV
* molecular weight: 221.89 g/mol
* total charge: +1

Here is what natural (NBO) gives for the atomic charges, in e: C -0.097; O -0.550; C -0.097; C -0.091; O -0.626; C -0.262; H 0.177; H 0.172; H 0.201; H 0.171; H 0.210; H 0.216; H 0.207; H 0.206; H 0.211; O -0.662; C -0.100; C -0.321; O -0.476; C 0.214; Ni 0.820; H 0.236; H 0.203; H 0.292; H 0.207; H 0.190; H 0.348

Density functional theory data (the ωB97M-V functional and the def2-TZVPD basis) for 2 unconnected molecules or ions with the total composition C21H22ClN4O8 in a non-equilibrium geometry.

XYZ file:
```
56
Properties=species:S:1:pos:R:3
O 2.81 -0.60 3.19
O 2.80 -0.86 -5.64
O 5.07 1.60 7.11
O 2.00 2.22 -1.64
O -1.62 -0.22 -4.92
O 1.38 0.13 -1.21
Cl -6.93 2.12 2.20
N 0.27 -0.24 2.01
O 2.85 1.63 7.51
O -0.42 0.71 5.49
C 1.93 0.00 3.80
C 2.74 -1.32 -4.50
C 3.94 1.34 6.76
C 1.46 1.13 -1.95
C -0.42 -0.46 -5.03
C -0.96 -0.17 1.49
C 0.51 0.05 3.30
C -5.05 -0.74 0.08
C -6.02 0.13 0.57
C -1.87 0.44 3.63
C -3.76 -0.73 0.64
C -4.44 1.02 2.16
C -5.72 1.01 1.61
C -0.57 0.41 4.15
C -2.08 0.15 2.28
C -3.44 0.15 1.69
N 0.10 -0.83 -6.20
N 2.34 0.59 4.98
N 1.69 -1.25 -3.69
C 3.94 -2.03 -3.93
C -0.64 -0.95 -7.45
C 3.74 0.63 5.42
C 0.84 1.04 -3.36
C 0.48 -0.40 -3.77
H 3.21 2.07 8.30
H -1.29 0.90 5.89
H -1.08 -0.38 0.43
H -5.28 -1.43 -0.73
H -7.02 0.13 0.14
H -2.71 0.68 4.27
H -3.02 -1.42 0.24
H -4.22 1.73 2.95
H 1.11 -0.97 -6.22
H 1.62 1.05 5.55
H 1.85 -1.58 -2.75
H 4.79 -1.89 -4.60
H 3.71 -3.08 -3.81
H 4.18 -1.59 -2.95
H -1.58 -1.47 -7.26
H -0.86 0.04 -7.84
H -0.06 -1.51 -8.18
H 4.12 -0.39 5.52
H 4.34 1.14 4.67
H 1.53 1.46 -4.09
H -0.07 1.64 -3.37
H -0.18 -0.77 -2.98
```

Calculated values
* orbital gap: 0.231 Eh
* LUMO: 1.836 eV
* molecular weight: 493.88 g/mol
* total charge: -1

Here is what natural (NBO) gives for the atomic charges, in e: O -0.586; O -0.690; O -0.598; O -0.762; O -0.677; O -0.808; Cl -0.011; N -0.288; O -0.681; O -0.689; C 0.640; C 0.685; C 0.784; C 0.752; C 0.671; C 0.041; C 0.026; C -0.192; C -0.239; C -0.256; C -0.204; C -0.256; C -0.020; C 0.296; C -0.075; C 0.050; N -0.626; N -0.635; N -0.599; C -0.705; C -0.408; C -0.318; C -0.522; C -0.133; H 0.498; H 0.487; H 0.224; H 0.224; H 0.223; H 0.200; H 0.227; H 0.220; H 0.432; H 0.418; H 0.432; H 0.228; H 0.219; H 0.238; H 0.206; H 0.191; H 0.195; H 0.241; H 0.247; H 0.214; H 0.225; H 0.245

Density functional theory data (the ωB97M-V functional and the def2-TZVPD basis) for 2 unconnected molecules or ions with the total composition C2H7NS2 in a non-equilibrium geometry.

XYZ file:
```
12
Properties=species:S:1:pos:R:3
C 0.65 1.26 0.73
C 0.35 0.14 -0.13
N -0.93 0.07 -0.70
S 1.22 -1.39 0.44
S -2.01 -0.82 0.36
H 1.74 1.07 1.19
H -0.08 1.24 1.55
H 0.59 2.19 0.14
H 0.98 0.56 -1.58
H -0.95 -0.20 -1.70
H 0.45 -2.03 -0.30
H -2.00 -2.11 0.01
```

Calculated values
* orbital gap: 0.338 Eh
* LUMO: 0.351 eV
* energy above the lowest of the compared OMol25 structures with the same formula, charge and spin: 3.4425 eV
* molecular weight: 109.22 g/mol

Here is what natural (NBO) gives for the atomic charges, in e: C -0.687; C -0.012; N -0.799; S 0.007; S 0.129; H 0.224; H 0.227; H 0.239; H 0.082; H 0.408; H 0.089; H 0.092

Density functional theory data (the ωB97M-V functional and the def2-TZVPD basis) for a molecular structure, C13H31O4RuSSbSe4Si in a non-equilibrium geometry.

XYZ file:
```
56
Properties=species:S:1:pos:R:3
Ru -0.08 0.23 -0.55
Se 2.57 -4.19 -0.71
Sb 1.70 -2.42 -2.05
Se -0.81 -1.78 -1.22
Se 2.13 -0.02 -0.82
Se 1.87 -2.17 -4.42
C -0.30 3.39 -4.16
C -0.53 4.79 -3.60
C -1.55 5.55 -4.44
C 0.78 5.56 -3.51
O -1.03 4.70 -2.24
Si -2.19 3.83 -1.55
S -1.24 2.08 -0.75
O -2.85 4.56 -0.28
C -2.41 5.66 0.56
C -3.39 5.69 1.72
C -0.99 5.40 1.06
C -2.47 6.95 -0.25
O -3.29 3.30 -2.60
C -4.73 3.15 -2.55
C -5.11 2.44 -3.84
C -5.12 2.31 -1.34
C -5.37 4.53 -2.48
H 0.14 3.46 -5.16
H -1.24 2.84 -4.22
H 0.38 2.83 -3.52
H -1.17 5.69 -5.45
H -1.74 6.53 -4.00
H -2.49 5.00 -4.48
H 1.20 5.70 -4.50
H 1.49 5.01 -2.90
H 0.61 6.53 -3.05
H -3.34 4.76 2.28
H -4.41 5.83 1.35
H -3.15 6.52 2.40
H -0.95 4.45 1.59
H -0.68 6.19 1.73
H -0.30 5.35 0.22
H -3.48 7.10 -0.64
H -1.78 6.89 -1.09
H -2.21 7.80 0.37
H -4.64 1.46 -3.88
H -4.79 3.02 -4.70
H -6.19 2.31 -3.88
H -4.61 1.34 -1.38
H -6.19 2.14 -1.33
H -4.83 2.82 -0.42
H -5.07 5.13 -3.34
H -5.06 5.04 -1.56
H -6.46 4.44 -2.48
C -1.56 -0.25 2.30
O -0.19 -0.22 1.89
H -1.64 -0.36 3.38
H -2.10 -1.07 1.81
H -2.00 0.70 1.99
H 0.26 -1.01 2.22
```

Calculated values
* spin multiplicity: 5
* orbital gap (spin up / spin down): 0.235 / 0.193 Eh
* LUMO (spin up / spin down): -1.789 / -2.809 eV
* molecular weight: 850.21 g/mol

Here is what natural (NBO) gives for the atomic charges, in e: Ru 0.551; Se -0.513; Sb 0.977; Se -0.198; Se -0.179; Se -0.501; C -0.644; C 0.285; C -0.632; C -0.617; O -0.963; Si 2.324; S -0.691; O -0.962; C 0.286; C -0.616; C -0.641; C -0.635; O -0.960; C 0.286; C -0.617; C -0.641; C -0.634; H 0.220; H 0.224; H 0.224; H 0.216; H 0.212; H 0.220; H 0.212; H 0.218; H 0.212; H 0.214; H 0.213; H 0.212; H 0.219; H 0.217; H 0.226; H 0.212; H 0.224; H 0.215; H 0.219; H 0.214; H 0.211; H 0.220; H 0.216; H 0.223; H 0.214; H 0.221; H 0.215; C -0.264; O -0.728; H 0.184; H 0.182; H 0.203; H 0.499

Density functional theory data (the ωB97M-V functional and the def2-TZVPD basis) for 8 unconnected molecules or ions with the total composition H16O8.

XYZ file:
```
24
Properties=species:S:1:pos:R:3
O 3.05 -0.55 -0.13
H 3.20 -1.49 -0.18
H 2.09 -0.46 -0.11
O -0.64 -0.25 0.42
H -1.46 -0.46 -0.04
H -0.12 0.21 -0.24
O -0.30 -2.29 2.14
H -0.41 -1.49 1.61
H -1.19 -2.55 2.36
O -0.87 2.90 1.39
H -0.89 2.25 2.09
H -0.16 2.62 0.82
O -3.32 0.03 -0.63
H -3.13 0.95 -0.43
H -4.11 -0.16 -0.12
O 2.29 1.00 -2.66
H 1.80 1.36 -1.93
H 3.15 0.79 -2.29
O 1.23 2.45 -0.35
H 1.10 3.27 -0.83
H 2.06 2.57 0.11
O -1.31 -3.73 -0.64
H -0.37 -3.59 -0.51
H -1.71 -3.38 0.16
```

Calculated values
* orbital gap: 0.413 Eh
* LUMO: 0.030 eV
* energy above the lowest of the compared OMol25 structures with the same formula, charge and spin: 2.0738 eV
* molecular weight: 144.12 g/mol
* SMILES: O.O.O.O.O.O.O.O

Here is what natural (NBO) gives for the atomic charges, in e: O -0.947; H 0.478; H 0.468; O -0.978; H 0.507; H 0.482; O -0.966; H 0.489; H 0.454; O -0.967; H 0.469; H 0.479; O -0.951; H 0.483; H 0.480; O -0.956; H 0.470; H 0.476; O -0.963; H 0.496; H 0.497; O -0.938; H 0.473; H 0.464